Record 1
DFT (wB97M-V/def2-TZVPD) results for one molecule with the formula C20H25N5O2S.

The geometry in XYZ format:
```
53
Properties=species:S:1:pos:R:3:forces:R:3
C 3.9141 0.0247 1.0909 0.396 -0.286 -0.145
N 3.1321 0.8151 1.9990 -0.257 0.114 0.071
C 1.9028 0.5149 2.5157 -0.085 0.042 0.179
N 1.4377 1.4353 3.3137 -0.558 -0.260 0.138
C 2.3972 2.4140 3.3523 0.636 -0.111 -0.390
C 2.4329 3.6197 4.0429 0.011 -0.080 -0.065
C 3.5497 4.4132 3.8871 -0.048 0.162 0.118
C 4.6136 4.0305 3.0676 0.116 0.021 -0.056
C 4.5992 2.8380 2.3728 0.136 -0.095 -0.141
C 3.4798 2.0347 2.5234 -0.325 0.433 0.440
H 5.4266 2.5455 1.7434 0.094 -0.006 -0.050
H 5.4687 4.6844 2.9782 0.065 0.038 -0.015
H 3.6093 5.3563 4.4105 -0.001 0.070 0.043
H 1.6104 3.9127 4.6754 -0.102 0.033 0.079
C 1.1806 -0.7532 2.2130 -0.081 -0.137 -0.107
N 1.0316 -0.9465 0.7762 0.046 -0.008 0.085
C 0.2784 0.1059 0.1118 -0.300 0.175 -0.109
C -1.2308 -0.0045 0.3602 0.170 0.373 0.196
N -1.7197 -1.3198 0.0137 0.274 -0.042 -0.006
C -2.8123 -1.5470 -0.7734 -0.493 0.020 0.010
C -3.7068 -2.5901 -0.4820 0.094 0.014 0.015
C -4.8547 -2.7918 -1.2176 -0.009 0.012 -0.070
C -5.1722 -1.9514 -2.2726 -0.060 0.069 -0.116
C -4.2838 -0.9475 -2.6141 -0.154 -0.054 0.095
C -3.1110 -0.7543 -1.9018 -0.276 -0.397 0.286
N -2.1484 0.1822 -2.3579 0.664 -0.234 -0.469
S -0.9096 -0.4758 -3.2638 0.094 0.111 -0.938
O 0.0210 0.5841 -3.5134 -0.230 0.217 -0.135
O -0.4358 -1.6654 -2.6280 -0.343 -0.176 -0.013
C -1.6741 -0.9574 -4.8388 0.341 0.205 0.888
H -0.9077 -1.4511 -5.4208 0.188 -0.079 -0.060
H -2.0208 -0.0664 -5.3447 -0.075 0.173 -0.067
H -2.4840 -1.6404 -4.6182 -0.152 -0.120 0.005
H -2.5266 0.9883 -2.8328 -0.009 0.231 -0.010
H -4.4961 -0.2992 -3.4549 0.014 0.030 -0.096
H -6.0850 -2.0851 -2.8315 -0.080 -0.008 -0.050
H -5.5234 -3.5965 -0.9501 -0.049 -0.066 0.043
H -3.5084 -3.2296 0.3640 0.035 -0.020 0.102
C -1.0206 -2.3781 0.7006 0.292 -0.114 -0.007
C 0.4842 -2.2383 0.4099 -0.140 -0.245 -0.005
H 1.0398 -3.0225 0.9301 0.005 -0.027 -0.008
H 0.6232 -2.3494 -0.6687 0.007 -0.125 0.138
H -1.3538 -3.3450 0.3263 -0.015 0.002 0.061
H -1.2082 -2.3292 1.7842 -0.041 -0.108 -0.040
H -1.7570 0.7542 -0.2128 0.055 -0.034 0.188
H -1.4326 0.1689 1.4291 -0.032 0.063 -0.072
H 0.6366 1.0755 0.4626 -0.018 0.037 -0.079
H 0.4711 0.0225 -0.9607 0.046 0.116 0.148
H 1.7655 -1.5981 2.5961 -0.091 -0.002 0.014
H 0.2322 -0.7160 2.7673 0.157 -0.004 0.031
H 3.2513 -0.6550 0.5574 0.091 0.076 0.022
H 4.6750 -0.5455 1.6321 0.011 0.031 -0.067
H 4.4103 0.6803 0.3750 -0.012 -0.028 -0.011
```
Positions in Å, forces in eV/Å.

HOMO level   -7.46 eV
Kohn-Sham gap   7.910 eV
Structure (SMILES)   Cn1c(CN2CCN(c3ccccc3NS(C)(=O)=O)CC2)nc2ccccc21
Charge   0

natural (NBO) atomic charge list, values in e, 6 entries: C -0.424; N -0.372; C 0.401; N -0.471; C 0.068; C -0.190

Record 2
DFT (wB97M-V/def2-TZVPD) results for one molecule with the formula C5H8.

The geometry in XYZ format:
```
13
Properties=species:S:1:pos:R:3:forces:R:3
C -0.3121 1.4100 -0.3725 0.001 0.069 -0.058
C -0.1526 0.1014 0.4162 0.024 0.032 0.051
C -1.0986 -1.0121 -0.1022 -0.032 -0.079 -0.029
C 1.2493 -0.3459 0.3896 0.432 -0.174 -0.021
C 2.3915 -0.7262 0.3360 -0.422 0.137 0.026
H 0.4090 2.1628 -0.0387 -0.114 -0.122 -0.041
H -0.1528 1.2340 -1.4418 -0.002 0.019 0.151
H -1.3219 1.8134 -0.2360 0.145 -0.099 -0.033
H -0.4029 0.3140 1.4634 0.056 -0.032 -0.140
H -1.6839 -1.4467 0.7144 0.113 0.049 -0.149
H -0.5288 -1.8183 -0.5734 -0.120 0.143 0.058
H -1.7981 -0.6173 -0.8477 0.105 -0.022 0.170
H 3.4020 -1.0690 0.2926 -0.187 0.079 0.015
```
Positions in Å, forces in eV/Å.

HOMO level   -9.92 eV
Kohn-Sham gap   11.059 eV
Structure (SMILES)   C#CC(C)C
Charge   0

natural (NBO) atomic charge list, values in e, 6 entries: C -0.584; C -0.307; C -0.597; C 0.019; C -0.274; H 0.217

Record 3
DFT (wB97M-V/def2-TZVPD) results for a 40-piece molecular cluster, H80O40 overall at a distorted geometry.

The geometry in XYZ format:
```
120
Properties=species:S:1:pos:R:3:forces:R:3
H -4.1054 1.4674 4.5593 0.598 0.420 -0.375
H -3.6265 1.2386 3.2101 -0.520 -4.214 -4.685
O -3.5303 1.8238 3.8548 -0.219 3.985 4.858
H 3.9282 1.8034 4.4338 2.096 -1.865 2.299
H 3.0329 1.7321 3.3169 0.265 0.324 -0.291
O 3.4368 2.3737 3.9269 -1.942 1.178 -2.511
H 0.1790 -5.7264 -1.7072 1.294 0.195 0.621
H 1.3413 -5.0467 -2.4895 -0.532 -1.363 3.132
O 1.1494 -5.5582 -1.5379 -1.517 0.882 -3.347
H 0.3722 -1.7712 -1.6096 2.295 1.928 -3.006
H 1.2328 -0.4881 -2.3159 -1.318 -2.366 0.192
O 1.0395 -1.4764 -2.4015 -0.818 -0.805 1.852
H -1.1346 0.6589 2.5412 -0.397 1.062 -0.289
H -1.1668 -0.7193 2.1994 -1.097 1.692 -1.918
O -1.5241 0.1729 1.8003 2.253 -2.765 2.761
H 2.7107 3.9383 -2.8510 -0.438 2.585 1.578
O 2.6117 4.7880 -2.2507 3.045 -3.696 0.676
H 0.0241 5.9023 0.5917 -0.251 -1.766 -0.054
O -0.3920 5.1015 0.9865 -0.310 0.862 0.708
H -0.1016 2.6008 -0.5211 2.205 0.056 -4.516
H -0.0382 1.7351 0.8071 -0.490 1.292 -1.560
O -0.4594 2.4786 0.2845 -1.541 -0.650 6.243
H 1.6126 2.4970 4.5444 1.083 0.096 0.295
H 0.3531 3.0333 4.9152 -2.073 0.839 -0.682
O 1.1802 2.8782 5.3105 1.069 -0.598 0.953
H 2.1214 -0.8764 1.2745 -0.159 -0.889 -0.398
H 2.1038 -1.5327 -0.0742 0.596 0.119 -2.804
O 1.8026 -1.6773 0.7834 -0.520 0.477 3.262
H 1.0890 -3.0549 -3.5951 1.962 1.279 0.946
H 0.5167 -4.1577 -3.8730 1.261 -1.450 -0.344
O 1.4915 -3.9486 -3.6986 -3.402 0.293 -0.829
H 2.8194 -4.4680 -1.9719 0.108 0.327 0.512
O 3.5250 -4.3606 -1.3276 2.665 -0.901 -3.694
H -2.7111 -3.9027 0.1305 -0.027 -0.711 -0.549
H -3.1404 -5.1896 -0.5131 -3.950 -6.181 1.633
O -2.6954 -4.4720 -0.6731 3.962 6.898 -1.253
H -0.2955 -2.4000 3.9189 1.123 -1.815 -3.589
H -0.3959 -2.5350 5.3119 1.910 -7.911 9.482
O -0.5235 -2.0095 4.6998 -3.130 9.998 -5.222
H -2.5222 -4.5282 -4.5031 0.585 0.300 0.505
H -2.6895 -3.9765 -2.9662 3.646 -1.188 -3.352
O -1.9191 -4.2331 -3.7868 -3.906 0.784 2.980
H 0.8963 1.3263 2.7790 0.687 0.614 -1.280
H 0.3547 0.5222 3.7600 2.076 -1.862 -2.336
O 0.9524 0.3681 2.8622 -2.313 1.427 4.189
H 3.6349 2.0302 -1.4329 1.825 0.577 0.311
H 4.6083 1.7308 -0.3153 0.246 0.727 -1.024
O 4.5791 2.2658 -1.1620 -2.237 -1.281 0.834
H 1.0185 -6.2273 1.0775 -0.644 0.784 0.692
H 0.4302 -6.4563 2.5006 0.181 0.713 -0.589
O 0.5560 -5.7595 1.8212 0.495 -1.221 -0.251
H -1.3810 0.6934 -2.4786 -0.814 2.552 1.883
O -1.7132 1.4952 -1.8475 -2.679 -1.771 -3.187
H 4.7421 -0.4224 1.0958 1.315 -1.182 -0.056
H 3.5462 -0.2324 0.1544 0.968 -0.039 0.271
O 3.9280 0.0256 1.0108 -2.768 2.506 -0.062
H -2.8850 0.6835 0.7913 1.809 1.970 1.168
O -3.5579 0.1481 0.4992 -4.231 -2.155 -1.589
H -0.7058 1.1159 -4.3274 0.680 0.280 0.695
H 0.3710 1.5682 -3.2790 2.223 5.483 1.865
O -0.0540 0.8877 -3.6301 -2.751 -6.342 -3.575
H 2.8335 -4.0055 1.5540 0.544 0.502 0.446
H 3.6657 -2.8250 2.2017 -0.437 -1.225 -0.722
O 3.7234 -3.7585 1.8719 -0.236 0.644 0.380
H 0.5418 2.7224 -5.4877 -2.628 -0.175 0.797
H 1.6092 2.0848 -6.2364 0.839 -3.020 -2.285
O 1.4300 2.7915 -5.7075 1.942 3.213 1.379
H -3.4908 4.0509 2.4317 -0.076 2.671 1.872
H -2.9107 5.3246 1.9796 -0.435 0.401 1.298
O -3.4130 5.0406 2.7969 0.855 -3.235 -3.052
H 4.5421 -1.1969 -2.2462 -0.112 0.646 1.472
H 4.7159 -2.2501 -1.1347 -0.769 1.420 0.079
O 4.5575 -1.2655 -1.2418 0.584 -2.436 -1.082
H -1.8015 -3.7853 2.5505 -2.381 0.296 -0.993
H -2.6851 -4.9952 2.6359 -0.808 2.063 -1.012
O -2.7714 -4.0337 2.2926 3.083 -2.217 1.902
H 6.2000 -1.9069 0.2902 -2.180 1.109 3.535
H 5.6288 -2.6290 1.5288 -0.362 -1.625 0.820
O 5.6627 -1.7443 1.2275 3.574 -0.121 -4.081
H 0.8176 4.0408 -3.7098 -0.854 -0.117 0.243
H -0.6175 3.5500 -3.4277 -6.869 1.320 -2.102
O 0.2170 3.4626 -3.2130 8.584 -0.874 2.326
H 0.5201 -2.1044 1.9434 -0.476 -1.365 -0.100
H 0.2744 -3.7220 2.0026 -0.541 2.146 0.538
O -0.0602 -2.8147 2.3440 1.055 -1.417 -1.167
H -2.6739 -2.0619 -1.4964 -1.370 -2.032 -1.168
H -2.7641 -1.0578 -0.4050 -2.436 1.551 2.629
O -2.2419 -1.3699 -1.0818 3.969 0.029 -1.817
H -4.5293 2.9110 -0.4935 1.036 1.837 -1.395
O -4.8253 2.5493 0.3005 -1.631 -0.973 4.818
H -1.6226 3.7710 3.8416 1.600 -2.605 -0.515
H -0.6032 3.7100 2.8160 0.546 -0.653 -0.044
O -0.8784 3.0857 3.5265 -2.314 3.418 0.047
H -2.6923 1.6043 -2.2115 2.470 -0.541 1.531
H 3.3406 4.5076 -1.5320 -2.312 1.104 -2.189
H -4.3081 0.1033 1.1413 1.482 0.296 -0.894
H -0.2975 4.2115 0.5757 0.343 0.847 -0.316
H 3.1955 -4.1085 -0.5312 -1.848 1.073 3.334
H -4.8237 3.0438 1.2006 0.279 -0.519 -3.320
O -2.9155 1.0908 -5.5148 1.303 1.176 0.975
H -3.6961 1.3833 -5.0323 -0.067 0.171 -0.200
H -3.1616 0.4255 -6.1208 -0.701 -1.191 -0.942
O 0.1844 0.0508 -0.7207 0.008 7.159 -6.010
H -0.0773 -0.3269 -0.0028 -2.339 -4.205 7.166
H -0.6078 0.7925 -0.7966 2.144 -2.560 -0.353
O -3.9162 -0.9031 2.7496 -0.329 0.026 0.378
H -2.9587 -0.9034 2.9160 -0.669 -0.145 0.116
H -4.3961 -1.2951 3.4804 0.395 -0.252 0.302
O -2.1488 4.0241 -3.8067 -1.120 -1.268 0.662
H -2.5780 3.3544 -3.1648 0.526 1.950 -1.315
H -2.2793 4.9428 -3.5345 -0.344 -0.506 0.386
O -4.6675 2.0867 -3.4293 1.212 -0.205 -0.013
H -4.9408 1.2331 -3.8122 -0.459 -0.206 0.341
H -5.4711 2.5482 -3.2013 -0.792 0.283 0.091
O -1.5852 1.1786 5.8943 2.319 2.476 0.234
H -1.1435 2.1345 5.7825 -1.509 -3.355 0.391
H -0.8834 0.6786 6.3771 -0.737 0.613 -0.535
O 4.4933 -0.2501 -3.5586 -1.835 0.595 -1.025
H 4.6129 -0.9810 -4.2222 -1.005 1.382 0.561
H 3.5501 0.1971 -3.5696 2.752 -1.894 -0.585
```
Positions in Å, forces in eV/Å.

Expectation value of S²   0.75
HOMO level (alpha / beta)   -0.31 / -7.56 eV
Kohn-Sham gap (alpha / beta)   1.689 / 8.884 eV
Charge   -1
Spin multiplicity   2

Mulliken atomic charge list, values in e, 6 entries: H 0.221; H 0.255; O -0.475; H 0.292; H 0.343; O -0.662

Looking at relative energy (zero: lowest compared OMol25 entry of this formula, charge and spin) for the records above, in order, we have 1.3318, 1.3524, 9.8703 eV.